# C20H24N2O2

An isolated molecule of C20H24N2O2 (ωB97M-V/def2-TZVPD, OMol25).

Last columns: bonded neighbours and bond lengths (Å).
Atoms and positions in Å:
1 O -1.525 0.338 1.988  C2 1.410, H25 0.973
2 C -0.961 0.775 0.772  O1 1.410, C3 1.545, C11 1.545, H26 1.104
3 C 0.580 0.675 0.738  C2 1.545, N4 1.447, H27 1.094, H28 1.094
4 N 1.187 -0.638 0.752  C3 1.447, C5 1.453, H29 1.014
5 C 0.922 -1.491 1.898  N4 1.453, C6 1.537, H30 1.101, H31 1.094
6 C 1.529 -0.905 3.183  C5 1.537, C7 1.539, O10 1.433, H32 1.097
7 C 1.649 -1.949 4.308  C6 1.539, C8 1.527, H33 1.090, H34 1.087
8 C 0.447 -1.637 5.198  C7 1.527, C9 1.524, H35 1.090, H36 1.087
9 C 0.363 -0.123 5.049  C8 1.524, O10 1.417, H37 1.099, H38 1.091
10 O 0.704 0.146 3.700  C6 1.433, C9 1.417
11 C -1.657 -0.030 -0.348  C2 1.545, N12 1.434, H39 1.091, H40 1.095
12 N -1.153 0.265 -1.658  C11 1.434, C13 1.375, C24 1.376
13 C -0.344 -0.545 -2.420  N12 1.375, C14 1.390, C18 1.417
14 C 0.046 -1.864 -2.218  C13 1.390, C15 1.382, H41 1.081
15 C 0.870 -2.451 -3.159  C14 1.382, C16 1.393, H42 1.080
16 C 1.299 -1.755 -4.287  C15 1.393, C17 1.380, H43 1.080
17 C 0.897 -0.454 -4.510  C16 1.380, C18 1.388, H44 1.080
18 C 0.069 0.158 -3.578  C13 1.417, C17 1.388, C19 1.435
19 C -0.541 1.454 -3.503  C18 1.435, C20 1.389, C24 1.415
20 C -0.528 2.566 -4.335  C19 1.389, C21 1.380, H45 1.080
21 C -1.263 3.675 -3.967  C20 1.380, C22 1.394, H46 1.080
22 C -2.010 3.681 -2.791  C21 1.394, C23 1.381, H47 1.080
23 C -2.036 2.588 -1.946  C22 1.381, C24 1.388, H48 1.079
24 C -1.289 1.473 -2.302  N12 1.376, C19 1.415, C23 1.388
25 H -0.842 0.416 2.677  O1 0.973
26 H -1.198 1.844 0.632  C2 1.104
27 H 0.932 1.177 -0.167  C3 1.094
28 H 0.962 1.227 1.601  C3 1.094
29 H 0.972 -1.132 -0.107  N4 1.014
30 H -0.147 -1.690 2.069  C5 1.101
31 H 1.422 -2.442 1.693  C5 1.094
32 H 2.506 -0.478 2.924  C6 1.097
33 H 2.575 -1.796 4.863  C7 1.090
34 H 1.636 -2.966 3.925  C7 1.087
35 H -0.455 -2.104 4.801  C8 1.090
36 H 0.586 -1.948 6.230  C8 1.087
37 H 1.082 0.373 5.716  C9 1.099
38 H -0.633 0.285 5.233  C9 1.091
39 H -1.531 -1.095 -0.146  C11 1.091
40 H -2.729 0.190 -0.300  C11 1.095
41 H -0.299 -2.439 -1.370  C14 1.081
42 H 1.185 -3.475 -3.019  C15 1.080
43 H 1.944 -2.249 -4.998  C16 1.080
44 H 1.214 0.082 -5.392  C17 1.080
45 H 0.043 2.557 -5.251  C20 1.080
46 H -1.267 4.551 -4.599  C21 1.080
47 H -2.584 4.560 -2.535  C22 1.080
48 H -2.629 2.605 -1.044  C23 1.079

## Properties
Total charge: 0
HOMO in eV: -7.77
SMILES: O[C@@H](CNC[C@@H]1CCCO1)Cn1c2ccccc2c2ccccc21
Calculated total energy in eV: -28205.1856
Orbital gap in eV: 8.6